Record 1
{
  "formula": "C16H33MgN3O7S3",
  "method": "wB97M-V/def2-TZVPD",
  "species": ["Mg", "C", "O", "O", "O", "C", "C", "N", "H", "H", "H", "C", "C", "N", "H", "H", "H", "C", "C", "N", "H", "H", "H", "C", "S", "O", "C", "H", "H", "H", "H", "H", "H", "C", "S", "O", "C", "H", "H", "H", "H", "H", "H", "C", "S", "O", "C", "H", "H", "H", "H", "H", "H", "C", "C", "O", "C", "H", "H", "H", "H", "H", "H"],
  "xyz": [[-0.54, -0.43, 1.47], [-0.82, 2.31, 0.60], [0.25, 2.04, 1.15], [-0.96, 1.46, -0.34], [-1.57, 1.93, 1.46], [5.32, -0.36, 1.46], [6.28, 0.72, 1.24], [7.01, 1.55, 1.04], [5.46, -1.17, 0.75], [4.29, -0.01, 1.56], [5.66, -0.73, 2.42], [3.55, 2.91, -2.95], [3.17, 4.32, -2.97], [2.93, 5.44, -3.02], [2.67, 2.29, -3.13], [3.99, 2.59, -2.01], [4.32, 2.68, -3.69], [-0.29, 6.41, 3.97], [-0.05, 7.84, 4.10], [0.17, 9.00, 4.15], [-0.05, 6.10, 2.96], [-1.34, 6.14, 4.12], [0.43, 5.90, 4.61], [-4.49, -4.79, 0.22], [-4.56, -3.03, 0.87], [-3.17, -2.53, 1.17], [-5.10, -2.35, -0.82], [-3.94, -4.82, -0.72], [-5.47, -5.27, 0.17], [-3.87, -5.34, 0.92], [-5.42, -1.34, -0.53], [-5.82, -2.95, -1.38], [-4.28, -2.06, -1.48], [-0.40, 0.88, 6.38], [-0.22, -0.93, 6.15], [0.43, -0.99, 4.75], [1.18, -1.18, 7.32], [0.50, 1.42, 6.10], [-0.54, 1.06, 7.45], [-1.26, 1.18, 5.79], [1.57, -0.22, 7.64], [1.96, -1.71, 6.76], [0.74, -1.65, 8.20], [2.95, -4.69, -1.21], [1.43, -3.69, -1.44], [1.28, -2.72, -0.27], [2.09, -2.73, -2.86], [3.81, -4.04, -1.06], [3.14, -5.33, -2.07], [2.76, -5.33, -0.35], [1.38, -1.94, -3.12], [2.44, -3.47, -3.58], [2.95, -2.17, -2.47], [-2.91, 0.85, -5.44], [-3.07, 0.92, -6.89], [-2.54, 1.83, -7.52], [-3.62, -0.33, -7.53], [-2.54, -0.09, -5.05], [-3.87, 1.08, -4.98], [-2.23, 1.65, -5.13], [-4.24, -0.82, -6.77], [-2.85, -1.08, -7.70], [-4.07, -0.16, -8.51]],
  "nbo_charge": [1.103, 0.823, -0.631, -0.724, -0.578, -0.719, 0.282, -0.329, 0.248, 0.266, 0.251, -0.723, 0.288, -0.324, 0.255, 0.256, 0.249, -0.728, 0.287, -0.336, 0.266, 0.257, 0.253, -0.811, 1.205, -0.982, -0.813, 0.226, 0.234, 0.234, 0.235, 0.232, 0.241, -0.794, 1.191, -1.007, -0.805, 0.242, 0.219, 0.244, 0.227, 0.258, 0.230, -0.816, 1.201, -0.993, -0.807, 0.230, 0.233, 0.242, 0.253, 0.231, 0.229, -0.725, 0.577, -0.536, -0.722, 0.225, 0.236, 0.248, 0.215, 0.241, 0.241],
  "de_lowest_ev": 10.892,
  "gap_ev": 4.885
}

=====

Record 2
{
  "formula": "C28H32N2O7P3S",
  "method": "wB97M-V/def2-TZVPD",
  "species": ["C", "C", "O", "N", "N", "C", "P", "S", "C", "P", "O", "C", "C", "C", "O", "O", "C", "C", "O", "C", "P", "C", "C", "C", "C", "H", "H", "H", "H", "H", "H", "H", "H", "H", "H", "H", "H", "H", "H", "H", "H", "H", "H", "H", "H", "H", "H", "H", "H", "C", "C", "C", "C", "C", "C", "C", "O", "C", "C", "C", "C", "C", "C", "C", "O", "H", "H", "H", "H", "H", "H", "H", "H"],
  "xyz": [[4.18, -3.98, 1.10], [3.72, -3.49, 2.52], [2.29, -3.62, 2.76], [1.56, -2.91, 1.90], [1.99, -1.74, 1.51], [1.20, -1.07, 0.68], [1.90, 0.61, 0.13], [0.93, 2.05, 1.01], [-0.11, -1.40, 0.13], [-1.12, -0.33, -1.01], [-0.63, -0.48, -2.42], [-0.58, -2.74, 0.58], [-1.93, -3.33, 0.13], [-3.09, -2.50, 0.77], [-2.94, -2.09, 1.88], [-4.21, -2.29, -0.01], [-5.38, -2.63, 0.76], [-5.41, -4.04, 1.42], [-6.25, -1.85, 0.85], [0.36, -3.38, 1.47], [-0.18, -5.08, 2.16], [-0.19, -5.03, 4.03], [-0.40, -3.54, 4.54], [0.89, -6.45, 1.47], [0.12, -7.13, 0.27], [4.20, -3.13, 0.37], [5.25, -4.30, 1.23], [3.57, -4.83, 0.72], [4.13, -2.48, 2.78], [4.20, -4.19, 3.25], [1.70, 0.65, -1.29], [3.30, 0.62, 0.38], [-2.50, -0.74, -0.95], [-1.10, 1.02, -0.54], [-1.98, -3.36, -0.99], [-2.06, -4.39, 0.47], [-6.46, -4.42, 1.39], [-5.04, -4.01, 2.47], [-4.75, -4.72, 0.83], [-1.03, -5.65, 4.42], [0.79, -5.37, 4.46], [0.55, -2.96, 4.48], [-0.72, -3.51, 5.61], [-1.14, -2.99, 3.89], [0.97, -7.22, 2.29], [1.94, -6.15, 1.23], [-0.96, -6.89, 0.39], [0.42, -6.74, -0.73], [0.20, -8.25, 0.29], [2.13, 9.97, -3.62], [0.87, 10.45, -3.26], [-0.10, 9.57, -2.81], [0.18, 8.21, -2.74], [1.43, 7.73, -3.12], [2.41, 8.62, -3.55], [1.72, 6.27, -3.09], [2.82, 5.85, -3.42], [0.65, 5.33, -2.66], [0.89, 3.96, -2.68], [-0.09, 3.08, -2.27], [-1.32, 3.56, -1.82], [-1.56, 4.93, -1.80], [-0.58, 5.82, -2.23], [-0.87, 7.27, -2.24], [-1.94, 7.69, -1.86], [2.90, 10.66, -3.96], [0.66, 11.51, -3.32], [-1.08, 9.94, -2.53], [3.39, 8.25, -3.84], [1.85, 3.59, -3.03], [0.10, 2.01, -2.29], [-2.09, 2.87, -1.49], [-2.52, 5.30, -1.46]],
  "lowdin_charge": [-0.055, -0.171, -0.063, -0.124, 0.152, -0.365, 0.405, 0.194, -0.158, 0.751, -0.417, -0.110, -0.060, -0.499, 0.162, 0.062, -0.434, 0.032, 0.194, -0.181, 1.056, -0.387, -0.148, -0.381, -0.168, 0.074, 0.097, 0.066, 0.128, 0.139, -0.005, -0.005, 0.048, -0.021, 0.149, 0.087, 0.104, 0.106, 0.090, 0.082, 0.081, 0.061, 0.086, 0.062, 0.093, 0.052, 0.044, 0.074, 0.080, -0.052, -0.050, 0.003, -0.084, -0.085, 0.002, -0.277, 0.105, -0.076, 0.001, -0.104, -0.073, 0.009, -0.076, -0.277, 0.111, 0.110, 0.110, 0.123, 0.122, 0.121, 0.055, 0.095, 0.124],
  "total_charge": 1,
  "de_lowest_ev": 2.491,
  "gap_ev": 5.675
}

=====

What is the formula in the second record? C28H32N2O7P3S